Record 1
11
Properties=species:S:1:pos:R:3:forces:R:3:nbo_charge:R:1 method="wB97M-V/def2-TZVPD" lumo_ev="-0.47 / -0.48" homo_ev="-8.078 / -8.070" gap_ev="7.61 / 7.59" max_force_ev_per_a=0.53
C -0.878 0.290 -0.910 -0.17 -0.08 0.21 -0.108
N -0.900 -0.693 -0.023 0.05 0.13 -0.23 -0.551
C -0.013 -0.865 1.187 -0.04 -0.30 0.26 0.577
O -0.213 -1.850 1.850 0.09 0.43 -0.30 -0.543
C 0.986 0.159 1.238 0.04 0.11 -0.27 -0.188
C 1.360 0.864 0.216 -0.13 -0.06 0.19 -0.410
H -1.112 0.053 -1.944 0.07 0.01 0.13 0.213
H 0.889 0.589 -0.827 0.04 -0.03 0.09 0.153
H -1.004 1.311 -0.569 0.06 -0.13 -0.06 0.214
H -1.082 -1.623 -0.391 0.05 0.08 0.00 0.414
H 1.966 1.765 0.173 -0.07 -0.15 -0.01 0.229

---

Record 2
35
Properties=species:S:1:pos:R:3:forces:R:3:nbo_charge:R:1 method="wB97M-V/def2-TZVPD" charge=-1 lumo_ev="3.08 / 3.08" homo_ev="-1.608 / -1.608" gap_ev="4.69 / 4.69" max_force_ev_per_a=3.40
Cd 0.591 -2.182 0.186 -1.11 3.20 0.27 0.803
C 4.725 -0.436 0.535 -0.81 0.29 0.92 -0.702
C 3.271 -0.389 0.112 -1.26 0.93 -0.24 0.586
O 2.646 -1.453 -0.087 1.80 0.67 0.24 -0.728
C 2.674 0.942 0.021 -1.07 -0.16 -0.68 -0.321
C 3.560 2.048 -0.014 -1.37 0.16 0.83 -0.135
C 3.070 3.333 0.155 0.03 -0.41 -0.56 -0.338
C 1.674 3.560 0.138 -0.74 -1.49 -0.07 -0.164
C 0.745 2.520 -0.074 1.19 1.29 0.36 -0.325
C 1.169 1.163 -0.100 0.79 -2.27 -0.16 0.455
O 0.324 0.188 -0.201 1.46 2.08 0.03 -0.768
H 4.993 -1.447 0.491 0.72 -1.48 0.02 0.225
H 4.884 -0.043 1.556 -0.36 -0.26 -0.34 0.228
H 5.358 0.155 -0.078 0.56 0.32 -0.81 0.215
H 4.621 1.873 -0.101 0.01 0.22 0.12 0.191
H 3.777 4.145 0.196 -0.06 0.30 0.06 0.196
H 1.301 4.553 0.333 -0.06 0.26 -0.26 0.196
H -0.320 2.700 -0.209 0.19 0.07 0.24 0.219
O -2.976 -2.294 0.886 -0.47 0.86 0.26 -0.676
B -1.972 -2.774 -0.022 1.93 -0.79 0.82 0.708
O -2.016 -1.966 -1.159 -1.32 2.03 -1.71 -0.700
C -2.832 -0.844 -0.877 1.20 -1.91 -0.51 0.277
C -2.992 0.297 -1.651 -0.07 -0.19 1.51 -0.281
C -3.923 1.223 -1.070 -0.70 -0.49 -0.08 -0.229
C -4.598 0.955 0.135 0.88 0.55 0.04 -0.244
C -4.199 -0.140 0.936 -0.79 0.59 0.89 -0.274
C -3.395 -1.069 0.389 1.19 -1.45 -1.15 0.251
H -2.279 0.420 -2.478 -0.86 0.31 0.20 0.238
H -4.253 2.151 -1.536 0.49 -0.22 -0.35 0.201
H -5.337 1.693 0.518 0.76 -0.61 -0.28 0.202
H -4.385 -0.242 1.998 -0.75 0.09 -0.07 0.215
Cl 0.543 -4.510 0.524 0.29 -3.25 0.04 -0.306
C -1.363 -4.284 0.089 -1.20 0.09 1.32 -0.653
H -1.675 -4.717 1.048 -0.36 0.31 -0.16 0.224
H -1.412 -5.131 -0.588 -0.12 0.37 -0.72 0.213

---

Record 3
14
Properties=species:S:1:pos:R:3:forces:R:3:nbo_charge:R:1 method="wB97M-V/def2-TZVPD" lumo_ev=0.58 homo_ev=-7.445 gap_ev=8.02 max_force_ev_per_a=1.33
C -1.126 -1.353 0.892 -0.05 -0.12 0.10 -0.626
C -0.212 -0.664 -0.078 0.18 -0.11 0.06 -0.521
C -1.160 1.825 -0.443 -1.27 0.16 0.36 0.459
O -2.240 1.745 -0.097 1.03 0.10 -0.32 -0.493
C 0.979 -0.174 0.346 -0.11 -0.02 -0.01 0.592
O 1.690 -0.096 1.325 -0.20 0.08 -0.21 -0.652
N 1.587 0.815 -0.911 0.10 0.07 -0.06 -0.844
H -0.883 -1.041 1.913 -0.02 -0.11 -0.14 0.223
H -2.175 -1.082 0.708 0.19 -0.06 -0.01 0.205
H -1.047 -2.446 0.847 -0.09 0.11 0.04 0.206
H -0.477 -0.620 -1.130 0.09 0.07 0.17 0.200
H 0.889 1.562 -0.987 0.24 -0.10 -0.06 0.426
H 1.697 0.350 -1.809 0.01 0.02 0.15 0.408
H 2.476 1.180 -0.575 -0.10 -0.09 -0.08 0.418

---

Record 4
102
Properties=species:S:1:pos:R:3:forces:R:3:lowdin_charge:R:1 method="wB97M-V/def2-TZVPD" lumo_ev=0.43 homo_ev=-9.062 gap_ev=9.49 max_force_ev_per_a=2.58
C 0.712 -0.906 3.062 -0.35 -0.43 -0.70 -0.049
O 0.116 -1.797 2.086 -0.24 0.15 0.56 -0.235
P -0.121 -1.351 0.585 1.25 -1.35 -0.03 0.353
O -0.633 -2.499 -0.173 -0.04 0.51 0.00 -0.217
O 1.330 -0.805 0.165 -0.92 1.00 0.55 -0.225
C 2.415 -1.717 -0.004 -0.75 -1.11 -1.44 -0.082
O -0.998 -0.049 0.610 0.74 0.97 -0.27 -0.197
C -2.320 -0.106 1.109 -1.15 -0.80 0.12 -0.090
H 0.785 0.093 2.635 0.06 0.14 0.26 0.086
H 1.696 -1.303 3.299 0.05 0.10 0.10 0.084
H 0.063 -0.933 3.931 0.10 0.17 0.11 0.091
H 2.448 -1.851 -1.089 0.57 -0.07 0.08 0.095
H 2.178 -2.714 0.377 0.04 0.17 0.40 0.095
H 3.371 -1.366 0.368 -0.27 0.46 0.26 0.066
H -2.564 0.671 1.835 0.71 0.07 0.09 0.099
H -2.484 -1.095 1.546 -0.18 0.18 0.19 0.069
H -3.066 0.004 0.318 0.38 -0.06 -0.29 0.074
C -2.863 2.991 -0.900 0.96 -0.42 -0.15 -0.088
O -2.863 4.274 -0.284 0.38 0.29 0.38 -0.207
P -1.861 4.696 0.896 -0.53 0.21 -0.91 0.401
O -1.012 3.632 1.463 -0.31 0.49 -0.34 -0.230
O -2.889 5.403 1.877 0.74 0.02 -0.31 -0.201
C -2.451 5.695 3.206 -0.93 -0.43 1.07 -0.098
O -1.114 5.965 0.249 0.06 -0.10 0.73 -0.195
C -0.330 5.818 -0.917 -0.31 -1.05 -1.88 -0.104
H -3.529 2.317 -0.368 -0.12 -0.01 -0.12 0.081
H -1.852 2.573 -0.920 -0.06 -0.13 0.42 0.069
H -3.100 3.072 -1.959 -0.56 0.34 0.16 0.095
H -2.972 4.992 3.867 0.37 -0.18 -0.07 0.091
H -2.840 6.655 3.544 0.31 0.27 -0.58 0.089
H -1.379 5.605 3.361 0.03 0.09 -0.20 0.086
H -0.458 4.826 -1.363 0.18 -0.24 0.42 0.066
H 0.741 5.983 -0.847 -0.07 0.18 0.78 0.086
H -0.708 6.401 -1.760 -0.17 0.70 0.55 0.099
C 1.439 2.790 -0.824 -0.16 -0.71 -0.87 -0.065
O 2.213 3.750 -1.565 1.09 0.28 -0.24 -0.252
P 2.550 3.607 -3.132 -0.65 0.37 1.10 0.403
O 1.548 2.841 -3.893 0.88 0.77 0.17 -0.216
O 2.801 5.141 -3.528 -1.11 -0.47 0.30 -0.206
C 3.552 5.953 -2.632 1.03 1.29 -0.50 -0.107
O 4.054 3.073 -3.161 -0.03 -0.41 0.27 -0.248
C 4.663 2.964 -4.443 -0.56 0.59 -1.53 -0.096
H 1.439 2.886 0.259 0.36 0.92 -0.11 0.092
H 1.849 1.796 -1.010 -0.42 -0.11 -0.21 0.079
H 0.432 2.941 -1.202 -0.19 -0.73 0.25 0.060
H 3.593 5.633 -1.596 -0.05 -0.46 -0.12 0.075
H 3.205 6.990 -2.626 -0.72 -0.27 -0.17 0.090
H 4.547 6.080 -3.067 0.23 -0.46 0.33 0.090
H 3.906 2.860 -5.229 -0.14 -0.42 0.22 0.089
H 5.340 2.121 -4.536 0.07 -0.02 0.54 0.091
H 5.143 3.895 -4.751 0.40 -0.03 0.58 0.090
C 5.379 -0.309 2.391 -1.23 -2.24 -0.35 -0.135
O 5.537 1.012 1.968 0.44 1.17 -0.41 -0.203
P 6.066 1.279 0.469 0.38 -0.10 0.41 0.387
O 7.243 0.479 0.104 -0.84 0.26 -0.30 -0.220
O 6.355 2.837 0.363 -0.19 -0.50 0.31 -0.197
C 5.526 3.815 0.994 -0.83 -0.42 0.42 -0.087
O 4.701 1.085 -0.327 -0.48 0.09 -0.07 -0.215
C 4.659 0.564 -1.657 1.74 -1.39 -0.08 -0.083
H 5.931 -0.613 3.278 0.40 0.62 -0.08 0.093
H 5.570 -1.051 1.603 0.70 0.34 -0.02 0.085
H 4.330 -0.575 2.592 -0.05 0.83 0.25 0.076
H 5.947 4.006 1.979 0.13 0.57 -0.17 0.093
H 4.502 3.471 1.181 0.13 -0.38 -0.19 0.083
H 5.398 4.669 0.336 0.59 0.18 0.11 0.083
H 4.523 -0.518 -1.580 -0.40 0.10 -0.07 0.081
H 5.664 0.643 -2.086 -0.17 0.28 -0.21 0.091
H 3.947 1.008 -2.333 -0.34 0.34 0.50 0.068
C -0.552 -9.097 2.239 -0.74 -0.42 -1.56 -0.099
O -1.377 -7.931 2.230 0.34 1.52 0.04 -0.225
P -0.832 -6.536 1.615 -0.13 0.15 0.77 0.384
O 0.420 -5.989 2.169 -0.25 -0.57 -0.15 -0.243
O -0.813 -6.790 0.064 0.01 -0.69 -0.08 -0.205
C 0.348 -6.713 -0.765 -0.26 0.86 -0.53 -0.084
O -2.094 -5.588 1.793 -0.21 -0.99 0.55 -0.199
C -1.954 -4.314 2.438 0.52 0.34 -0.27 -0.102
H -0.396 -9.461 3.249 0.21 0.19 0.00 0.089
H 0.351 -8.982 1.635 0.29 0.28 0.59 0.084
H -1.131 -9.818 1.646 0.09 -0.25 0.50 0.091
H 1.283 -6.676 -0.212 -0.11 -0.12 0.21 0.082
H 0.229 -5.785 -1.330 0.30 -0.02 -0.01 0.090
H 0.331 -7.528 -1.485 -0.02 -0.21 0.24 0.085
H -1.991 -3.619 1.603 0.29 0.43 0.33 0.055
H -1.015 -4.279 2.986 0.18 0.19 -0.33 0.074
H -2.724 -4.064 3.168 -0.45 -0.68 -0.25 0.088
C -5.118 -3.304 1.357 0.27 -0.32 -0.04 -0.099
O -5.638 -3.356 0.042 0.22 0.20 0.09 -0.165
C -5.735 -2.048 -0.476 -0.35 0.13 -0.67 -0.232
C -6.268 -2.054 -1.887 -1.62 -1.11 -0.60 -0.425
C -6.412 -0.652 -2.462 1.73 -0.02 -0.08 -0.070
N -7.635 -2.685 -1.936 0.61 0.65 0.75 0.029
H -5.863 -2.878 2.035 0.15 0.06 0.14 0.096
H -4.178 -2.741 1.386 -0.20 0.34 -0.02 0.061
H -4.820 -4.300 1.686 -0.43 -0.14 -0.17 0.087
H -6.443 -1.439 0.102 0.20 0.02 0.32 0.135
H -4.749 -1.573 -0.519 0.07 0.09 0.31 0.118
H -5.661 -2.705 -2.523 0.62 0.42 0.09 0.136
H -6.607 0.095 -1.692 -0.69 -0.10 -0.07 0.075
H -7.104 -0.656 -3.297 -0.29 0.23 0.20 0.073
H -5.437 -0.342 -2.864 -0.07 -0.03 -0.11 0.074
H -7.760 -3.042 -2.873 -0.20 -0.23 0.09 0.063
H -7.654 -3.449 -1.269 -0.05 -0.20 -0.27 0.058

---

Record 5
42
Properties=species:S:1:pos:R:3:forces:R:3:nbo_charge:R:1 method="wB97M-V/def2-TZVPD" charge=-1 lumo_ev=1.77 homo_ev=-6.058 gap_ev=7.83 max_force_ev_per_a=2.37
C 3.680 -3.461 1.337 -0.05 -0.06 0.32 -0.411
N 2.418 -2.736 1.358 0.05 0.68 -0.32 -0.603
C 2.145 -2.036 0.079 -0.22 -0.33 -0.07 -0.667
B 1.087 -0.883 0.366 -0.32 -0.46 -0.21 1.037
C 1.470 0.650 0.396 0.50 -0.12 -0.89 -0.865
C 2.879 0.992 -0.138 -0.48 0.94 0.94 -0.499
C 4.019 0.463 0.704 0.08 -0.27 -0.77 0.688
N 3.898 0.420 2.094 -0.80 -0.84 -0.23 -0.833
O 5.037 0.088 0.172 0.55 -0.11 0.00 -0.608
C -0.404 -1.349 0.585 0.65 0.37 0.07 -0.566
I -1.153 -2.400 -1.120 1.63 -1.17 0.24 0.233
C -1.126 -1.152 1.676 -0.67 -0.45 -0.43 -0.075
C -2.538 -1.586 1.961 0.40 0.58 0.48 -0.680
I -0.275 -0.150 3.369 -0.04 -0.27 -0.12 0.081
H 3.520 -4.461 0.926 0.05 0.03 -0.08 0.190
H 4.034 -3.580 2.364 0.03 -0.11 -0.04 0.189
H 4.469 -2.966 0.756 -0.04 0.05 0.01 0.178
H 2.411 -2.039 2.092 0.21 -0.22 0.24 0.338
H 3.056 -1.675 -0.417 0.09 0.01 0.21 0.189
H 1.711 -2.783 -0.591 -0.01 0.13 -0.10 0.228
H 0.749 1.153 -0.263 -0.13 0.01 0.18 0.272
H 1.357 1.128 1.366 -0.32 -0.05 0.03 0.255
H 2.974 2.085 -0.082 0.06 -0.02 -0.07 0.234
H 3.029 0.752 -1.186 0.15 -0.37 0.11 0.237
H 2.933 0.288 2.384 -0.03 0.45 0.09 0.375
H 4.388 -0.418 2.394 0.48 0.35 0.24 0.385
H -2.511 -2.361 2.729 -0.23 -0.05 -0.03 0.217
H -3.070 -1.881 1.066 0.19 -0.32 0.00 0.264
H -3.056 -0.708 2.354 -0.15 -0.18 0.12 0.228
B -3.627 2.358 -2.213 -0.03 0.14 -0.10 1.149
O -4.713 3.251 -1.769 0.42 -0.01 -0.18 -0.653
C -4.371 4.504 -2.044 -0.55 -0.03 0.27 0.674
O -5.032 5.473 -1.812 0.05 0.12 -0.03 -0.552
C -2.987 4.489 -2.705 0.55 -0.04 -0.26 0.674
O -2.374 5.443 -3.083 -0.05 0.12 0.02 -0.552
O -2.582 3.226 -2.788 -0.40 0.00 0.22 -0.654
O -3.094 1.559 -1.078 -0.09 -0.05 -0.44 -0.637
C -3.247 0.282 -1.361 0.14 0.05 0.79 0.695
O -2.913 -0.634 -0.652 -1.67 1.68 -0.13 -0.634
C -3.902 0.155 -2.734 -0.33 -0.05 -0.63 0.676
O -4.175 -0.872 -3.286 0.07 -0.12 0.09 -0.555
O -4.113 1.373 -3.207 0.23 -0.03 0.47 -0.643

---

Record 6
19
Properties=species:S:1:pos:R:3:forces:R:3:nbo_charge:R:1 method="wB97M-V/def2-TZVPD" lumo_ev="-0.35 / 0.80" homo_ev="-6.408 / -8.582" gap_ev="6.06 / 9.38" max_force_ev_per_a=1.20
C -1.628 0.779 -0.422 0.11 0.01 -0.06 -0.591
C -0.958 -0.365 0.369 -0.76 -0.05 0.02 -0.347
C -0.328 -1.449 -0.341 -0.77 -0.48 -0.48 0.224
O 0.977 -1.388 -0.428 1.17 0.25 -0.01 -0.458
C 1.450 -0.236 0.360 -0.03 -0.29 -0.09 0.093
C 1.979 0.824 -0.585 -0.02 0.08 0.00 -0.632
C 0.232 0.144 1.222 -0.13 -0.01 0.24 -0.441
H -2.461 0.343 -0.978 0.11 0.25 -0.01 0.238
H -0.935 1.271 -1.113 -0.14 -0.09 0.08 0.194
H -2.000 1.531 0.284 0.00 -0.10 -0.12 0.203
H -1.897 -0.942 0.733 0.64 0.54 0.52 0.264
H -0.817 -2.349 -0.684 0.22 0.05 0.08 0.217
H -2.700 -1.644 -0.508 -0.28 -0.09 -0.11 -0.264
H 2.266 -0.646 0.959 -0.09 0.12 -0.02 0.197
H 2.756 0.402 -1.230 -0.10 0.04 0.10 0.226
H 2.417 1.647 -0.011 -0.05 -0.10 -0.07 0.218
H 1.185 1.229 -1.219 0.12 -0.07 0.09 0.214
H 0.192 1.220 1.407 -0.01 -0.14 -0.03 0.221
H 0.272 -0.371 2.187 0.02 0.07 -0.14 0.223